[1]
Molecular formula: C4H6N2O
Method: DFT, ωB97M-V with the def2-TZVPD basis set

```
13
Properties=species:S:1:pos:R:3:nbo_charge:R:1
O 1.9861 -1.7600 0.1655 -0.6712
N 0.3113 1.3447 -0.4320 -0.4366
N -0.1031 -0.8233 -0.2990 -0.5548
C -0.6371 0.4504 -0.3930 0.3262
C 1.2514 -0.6782 -0.1978 0.4029
C 1.5010 0.6560 -0.3499 -0.2088
C -2.0003 0.6469 0.2189 -0.6530
H -2.0473 1.6477 0.6460 0.2422
H -0.5926 -1.7034 -0.2229 0.4186
H -2.0355 -0.0631 1.0448 0.2127
H -2.8983 0.5139 -0.3887 0.2200
H 2.4344 1.1954 -0.3073 0.2063
H 2.8362 -1.4550 0.5171 0.4953
```

## Properties
Calculated total energy   -9272.457 eV
SMILES   Cc1ncc(O)[nH]1
LUMO energy   0.666 eV
Charge   0
M   98.10 g/mol
HOMO level   -0.29483 hartree
Gap between HOMO and LUMO   8.7 eV

***

[2]
Molecular formula: C7H40O13
Method: DFT, ωB97M-V with the def2-TZVPD basis set

```
60
Properties=species:S:1:pos:R:3:nbo_charge:R:1
O -2.3318 -2.2126 1.5305 -0.9536
O 0.1378 -0.8730 0.7381 -0.7945
O -2.8799 0.3513 3.3107 -0.9656
O 2.7202 -1.3712 0.8294 -0.7358
O 0.1272 0.4159 -4.3202 -0.7462
O 2.5945 -3.5868 2.7475 -0.9616
O -1.3161 -1.9852 -3.3740 -0.7655
O -3.2689 1.2711 0.8567 -0.9690
O 0.7761 -4.3635 0.6994 -0.9741
O -0.2962 0.6079 4.5758 -0.7629
O 1.2126 4.3957 1.3574 -0.7501
O -3.6685 2.3702 -3.7896 -0.7200
O 0.5802 -2.3492 -1.4712 -1.0099
C 2.4690 4.0937 0.7370 -0.2433
C 1.2947 0.6755 -3.5434 -0.2501
C 3.6498 -0.5220 1.4415 -0.2650
C -0.1571 0.4876 0.4270 -0.2472
C -2.5704 -1.5484 -2.8948 -0.2523
C -2.2953 2.2998 -3.7236 -0.2503
C 0.7211 -0.0765 3.7491 -0.2770
H 3.1132 -1.4452 -0.0433 0.4945
H 1.0436 1.1608 -2.6003 0.1525
H -2.4555 -0.9888 -1.9665 0.2069
H 0.5742 -5.2115 0.3039 0.4719
H 4.6483 -0.9517 1.5218 0.1829
H 2.9490 -2.8170 2.3026 0.4608
H -0.3597 -0.3289 -3.9598 0.4781
H -3.2395 1.0451 3.8635 0.4825
H 1.0326 -1.0002 1.0616 0.5136
H -0.4285 0.7159 -0.6037 0.1855
H 1.0578 0.6129 2.9749 0.1739
H -1.9855 1.7779 -2.8182 0.1592
H -1.6871 -1.5813 1.2112 0.4784
H -1.9594 0.2934 3.5668 0.5041
H -0.7586 1.0696 1.1253 0.1885
H -2.9167 2.1577 0.9346 0.4548
H 2.4061 3.0399 0.4656 0.1681
H -1.2848 -2.1486 -4.3195 0.4929
H 1.9212 -0.1681 -3.2536 0.1731
H -0.0882 -2.2588 -2.1504 0.4909
H 0.2589 -1.8141 -0.7456 0.4848
H 1.7042 -3.6724 2.4063 0.4940
H 3.7078 0.3231 0.7555 0.1692
H -3.9881 1.8135 -4.5035 0.4649
H 2.6895 4.6587 -0.1687 0.1771
H -3.0124 -0.8461 -3.6015 0.1689
H -2.8236 -1.7360 2.1992 0.4697
H 0.0778 -0.8308 3.2959 0.1994
H 1.1940 4.9661 2.1293 0.4795
H 3.2535 4.0922 1.4938 0.1701
H -3.2302 0.9186 1.7458 0.4852
H 0.7123 -3.7400 -0.0240 0.4952
H -1.8647 3.2993 -3.6626 0.1630
H -0.1946 0.3064 5.4816 0.4809
H 0.8021 0.9436 0.6720 0.1542
H 1.5871 -0.5355 4.2259 0.1937
H 3.2609 -0.1710 2.3974 0.1860
H 1.8883 1.3693 -4.1387 0.1792
H -3.2670 -2.3811 -2.7978 0.1829
H -1.8373 1.9825 -4.6605 0.1832
```

## Properties
Calculated total energy   -34521.767 eV
LUMO energy   0.223 eV
Charge   0
M   332.38 g/mol
HOMO level   -0.36892 hartree
Gap between HOMO and LUMO   10.3 eV

***

[3]
Molecular formula: C15H17NO5S2
Method: DFT, ωB97M-V with the def2-TZVPD basis set

```
40
Properties=species:S:1:pos:R:3:nbo_charge:R:1
S -1.8660 3.2381 0.3447 0.4757
S -3.1977 1.2806 1.9930 0.4179
O 1.6594 2.0968 -0.4779 -0.6173
O 7.2095 -1.9778 0.2241 -0.3924
O 6.4893 -3.1783 -1.4765 -0.3890
O 0.9800 -2.0435 -0.0418 -0.6497
O -1.1908 -1.5702 -0.3470 -0.5516
N 6.3644 -2.2315 -0.6668 0.4888
C 3.9121 0.3770 0.1802 -0.1791
C -2.7281 -3.4359 -0.2906 -0.6224
C -3.4577 4.1354 0.3644 -0.5223
C -4.6567 2.3434 1.7712 -0.5197
C 5.0980 -0.3380 0.1573 -0.2009
C 1.5784 0.8533 -0.5655 0.4732
C 5.2067 -1.4102 -0.7495 0.0751
C 0.3158 0.2006 -0.6341 -0.4953
C 2.9876 -1.0337 -1.5686 -0.1690
C 2.8385 0.0159 -0.6494 -0.0559
C 0.1305 -1.1951 -0.3238 0.7197
C -1.2926 -2.9914 -0.2265 -0.0709
C 4.1776 -1.7389 -1.6620 -0.1900
C -4.3757 3.8169 1.5293 -0.4345
C -2.2726 1.6286 0.6344 -0.4457
H -1.9098 0.7866 0.0322 0.2926
H -5.2715 1.8893 0.9862 0.2357
H -2.7104 -4.5184 -0.1441 0.2154
H -5.1742 2.2298 2.7322 0.2499
H -3.3498 -2.9918 0.4930 0.2025
H -5.3364 4.2981 1.3330 0.2347
H -3.9581 4.2514 2.4426 0.2249
H -0.7326 -3.4587 -1.0472 0.1859
H -3.1787 -3.2311 -1.2654 0.2054
H 4.3199 -2.5537 -2.3707 0.2455
H -0.5601 0.8241 -0.7205 0.1736
H 3.7996 1.2076 0.8718 0.2301
H -3.9281 3.9651 -0.6101 0.2380
H -3.1590 5.1917 0.4157 0.2533
H 2.1551 -1.3161 -2.2074 0.2274
H -0.8366 -3.3233 0.7145 0.1928
H 5.9207 -0.0927 0.8256 0.2477
```

## Properties
Calculated total energy   -49221.951 eV
LUMO energy   -3.471 eV
Charge   0
M   355.44 g/mol
HOMO level   -0.27091 hartree
Gap between HOMO and LUMO   3.9 eV

***

[4]
Molecular formula: C25H38IrN3O3PS2SiTe
Method: DFT, ωB97M-V with the def2-TZVPD basis set

```
75
Properties=species:S:1:pos:R:3:lowdin_charge:R:1
Ir 0.7174 0.2940 -1.2665 0.4169
Te 2.4772 -0.2709 -3.0834 -0.0915
S -0.5989 1.4769 -2.6972 0.5258
S 2.1655 0.1761 1.5773 0.9617
P -0.6604 -1.4712 -1.0681 0.7175
Si -1.6427 -2.4193 2.1691 0.4399
O -1.7521 1.6411 1.7445 0.0098
O 0.0235 1.4121 0.4432 -0.2694
O 2.1094 -0.5282 0.2213 -0.7282
N -1.2046 -4.1217 -1.8198 -0.1338
N -3.0687 -2.5402 -1.9949 -0.1356
N -1.4706 -2.7653 -3.7791 -0.1032
C -0.5850 -1.6971 -3.1513 -0.3249
C 2.6448 1.8568 1.2476 -0.4137
C -0.6817 -1.4769 0.8826 -0.3989
C -1.6565 2.5587 -1.7879 -0.5596
C -1.2488 -4.2679 2.2727 -0.1965
C -3.3030 4.3336 -2.1135 -0.1175
C -3.5378 4.3921 -0.7399 -0.1133
C 3.2984 4.4936 0.7190 -0.2715
C -1.1356 -1.6741 3.8176 -0.1799
C 3.7479 -0.4346 2.1565 -0.2231
C 3.3863 2.1525 0.1124 -0.0764
C -1.0544 -4.1019 -3.2318 -0.1478
C -2.5080 -1.3782 -1.2739 -0.2413
C -1.8877 2.6287 -0.4029 -0.1388
C -3.5145 -2.2519 2.0663 -0.1896
C -2.8348 3.5391 0.0847 -0.0486
C -0.2205 -3.2943 -1.0841 -0.2400
C 3.7062 3.4749 -0.1405 -0.0245
C 2.5437 4.1661 1.8410 -0.0406
C -2.5913 -3.8132 -1.4702 -0.1677
C 2.1971 2.8485 2.1022 -0.0758
C -2.3874 3.4363 -2.6140 -0.1601
C -1.1786 1.8273 0.6697 -0.6035
C -2.9030 -2.5012 -3.4059 -0.1419
C 3.6349 5.9266 0.4058 -0.0573
H -3.2294 -4.6104 -1.8667 0.1276
H -3.1633 -1.5197 -3.7994 0.1416
H 1.5514 2.5968 2.9349 0.1161
H 0.4389 -1.9588 -3.4125 -0.0733
H 3.6422 1.3681 -0.5925 0.0479
H -2.2065 3.3881 -3.6820 0.0827
H -3.7964 -1.1983 1.9839 0.0363
H -1.6943 -4.8597 -3.6966 0.1302
H -0.0662 -1.8229 3.9930 0.0243
H 3.1745 6.2331 -0.5351 0.0826
H -1.3755 -2.7673 -4.7970 0.1708
H 3.2803 6.5963 1.1889 0.0685
H 2.1911 4.9535 2.4969 0.1069
H -2.9965 3.5463 1.1542 0.1059
H 0.3614 -1.6862 1.1451 0.0059
H 4.4807 -0.2855 1.3653 0.0635
H 3.6284 -1.4956 2.3689 0.0517
H 4.0209 0.1091 3.0608 0.0567
H 0.7616 -3.3938 -1.5506 0.0953
H -3.5101 -3.2767 -3.8850 0.1302
H -3.8364 4.9891 -2.7926 0.0908
H 4.7129 6.0634 0.3020 0.0763
H -0.8320 -0.4447 1.2149 0.0032
H -4.2537 5.0915 -0.3261 0.0863
H -0.8506 -0.7722 -3.6572 -0.0084
H -3.9654 -2.7896 1.2295 0.0123
H -0.1578 -3.6848 -0.0683 0.0589
H -1.6805 -2.1081 4.6601 0.0226
H -1.6088 -4.8447 1.4204 0.0099
H -3.0062 -1.2951 -0.3124 0.0654
H -0.1693 -4.4295 2.3414 0.0282
H 4.2560 3.7205 -1.0417 0.1198
H -2.7252 -0.4716 -1.8432 0.0835
H -1.7033 -4.6934 3.1721 0.0237
H -2.6873 -3.7927 -0.3906 0.1013
H -3.9561 -2.6465 2.9866 0.0258
H -0.0146 -4.2542 -3.5170 0.1410
H -1.3257 -0.5982 3.7919 0.0311
```

## Properties
Calculated total energy   -86124.589 eV
LUMO energy   2.121 eV
Charge   -1
M   871.61 g/mol
HOMO level   -0.09199 hartree
Gap between HOMO and LUMO   4.6 eV